Molecular formula: C27H50As3N5O2V
Method: DFT, ωB97M-V with the def2-TZVPD basis set

Calculated values
HOMO energy (alpha / beta) in eV: -12.974 / -12.974
Relative energy (zero: lowest compared OMol25 entry of this formula, charge and spin) in eV: 0.143
LUMO (alpha / beta) in eV: -6.8137 / -6.2076

```
! RIJCOSX wB97M-V def2-TZVPD def2/J DEFGRID3
* xyz 2 2
V 0.350 0.340 -0.331
N -1.587 1.545 3.269
C -1.595 3.024 3.246
C -0.245 3.593 2.826
C 0.188 3.202 1.418
N 0.704 1.805 1.327
H -2.512 1.208 3.525
H -0.989 1.230 4.031
H -1.878 3.446 4.213
H -2.356 3.337 2.527
H 0.530 3.304 3.544
H -0.308 4.682 2.870
H 0.983 3.865 1.076
H -0.644 3.322 0.728
H 0.364 1.290 2.136
H 1.715 1.820 1.445
N -1.488 -2.864 -1.375
N -0.540 -2.808 -2.401
C 0.295 -1.764 -2.558
O 1.093 -1.632 -3.442
O 0.151 -0.804 -1.581
H -1.233 -3.580 -0.700
H -2.391 -3.099 -1.771
H -0.403 -3.579 -3.041
C -3.019 2.713 -0.467
As -1.562 1.913 -1.479
C -2.565 0.567 -2.461
C -1.237 3.332 -2.779
C 0.097 3.343 -3.543
C 0.108 4.630 -4.382
C 1.283 3.473 -2.568
As 2.012 1.914 -1.639
C 3.121 0.987 -2.922
C 3.342 2.865 -0.587
C 0.275 2.101 -4.430
As -0.565 2.087 -6.239
C 0.207 0.355 -6.721
C -2.368 1.417 -5.849
H -3.855 2.902 -1.139
H -2.697 3.656 -0.029
H -3.351 2.048 0.331
H -3.398 1.026 -2.990
H -2.949 -0.183 -1.767
H -1.911 0.071 -3.173
H -1.338 4.263 -2.212
H -2.073 3.295 -3.482
H 0.139 5.508 -3.734
H -0.778 4.705 -5.013
H 0.979 4.657 -5.039
H 1.055 4.205 -1.786
H 2.149 3.857 -3.114
H 3.626 1.724 -3.547
H 2.519 0.308 -3.521
H 3.866 0.404 -2.381
H 4.037 3.336 -1.282
H 3.896 2.190 0.062
H 2.875 3.643 0.015
H 0.025 1.181 -3.884
H 1.334 2.018 -4.694
H 1.272 0.469 -6.915
H -0.269 0.003 -7.635
H 0.062 -0.385 -5.933
H -2.961 2.155 -5.308
H -2.352 0.475 -5.303
H -2.855 1.249 -6.809
N -1.255 -0.219 0.894
C -1.306 -1.532 1.527
C -2.554 -2.129 1.636
C -2.682 -3.385 2.200
C -1.543 -4.041 2.646
C -0.307 -3.429 2.542
C -0.154 -2.146 1.999
C 1.213 -1.557 1.906
C 2.162 -1.960 2.850
C 3.499 -1.623 2.728
C 3.924 -0.892 1.632
C 2.981 -0.427 0.726
C 1.617 -0.703 0.864
H -2.061 -0.184 0.272
H -1.410 0.498 1.631
H -3.430 -1.608 1.267
H -3.656 -3.848 2.283
H -1.613 -5.033 3.071
H 0.571 -3.970 2.864
H 1.850 -2.553 3.699
H 4.207 -1.953 3.476
H 4.974 -0.675 1.488
H 3.339 0.143 -0.121
*
```

Molecular formula: C27H50Cl8N4O6
Method: DFT, ωB97M-V with the def2-TZVPD basis set

Calculated values
HOMO energy in eV: -9.245
SMILES: CCO[C@@]1(N=C=O)NC(=O)[C@](N)(OC[C@H](C)C(C)C)[C@]1(CCCN)CCOC=O.ClCCCl.ClCCCl.ClCCCl.ClCCCl
Relative energy (zero: lowest compared OMol25 entry of this formula, charge and spin) in eV: 0.000
LUMO in eV: 0.4238

```
! RIJCOSX wB97M-V def2-TZVPD def2/J DEFGRID3
* xyz 0 1
C 0.033 4.709 -1.619
C 0.591 3.306 -1.412
O 0.067 2.754 -0.205
C 0.030 1.366 -0.079
N 1.228 0.781 -0.680
C 2.258 0.673 -0.046
O 3.226 0.515 0.571
N 0.155 1.187 1.393
C -0.481 -0.013 1.754
O -0.511 -0.459 2.868
C -1.088 -0.682 0.476
N -2.314 -1.279 0.927
O -0.038 -1.566 0.121
C -0.307 -2.772 -0.581
C 0.986 -3.584 -0.558
C 1.061 -4.588 -1.727
C 1.292 -4.228 0.816
C 1.990 -3.227 1.752
C 0.062 -4.837 1.508
C -1.285 0.612 -0.406
C -2.560 1.301 0.130
C -2.786 2.725 -0.406
C -4.229 2.955 -0.859
N -4.454 4.269 -1.466
C -1.661 0.169 -1.865
C -0.628 0.178 -2.978
O -0.768 1.432 -3.691
C -0.158 1.427 -4.895
O 0.766 2.136 -5.159
H 0.344 5.031 -2.611
H -1.050 4.644 -1.545
H 0.444 5.371 -0.861
H 1.680 3.376 -1.360
H 0.378 2.703 -2.291
H -0.366 1.928 1.860
H -2.106 -2.160 1.385
H -2.933 -1.501 0.152
H -0.577 -2.592 -1.627
H -1.135 -3.331 -0.140
H 1.763 -2.834 -0.721
H 1.272 -5.600 -1.389
H 0.152 -4.558 -2.326
H 1.866 -4.298 -2.404
H 2.022 -5.023 0.642
H 2.505 -3.768 2.549
H 1.260 -2.554 2.203
H 2.720 -2.621 1.216
H 0.369 -5.678 2.127
H -0.679 -5.146 0.770
H -0.371 -4.091 2.179
H -2.590 1.303 1.220
H -3.403 0.699 -0.206
H -2.468 3.487 0.306
H -2.166 2.858 -1.294
H -4.921 2.806 -0.030
H -4.423 2.214 -1.639
H -3.895 4.340 -2.310
H -4.094 4.989 -0.848
H -2.125 -0.815 -1.807
H -2.457 0.828 -2.215
H -0.866 -0.609 -3.704
H 0.397 0.021 -2.656
H -0.596 0.760 -5.654
Cl 3.257 5.562 -1.049
C 3.759 7.211 -0.595
C 3.250 7.598 0.770
Cl 1.478 7.789 0.794
H 3.397 7.892 -1.361
H 4.847 7.227 -0.598
H 3.680 8.555 1.061
H 3.514 6.853 1.516
Cl 3.160 -4.832 5.474
C 1.425 -4.871 5.881
C 0.851 -6.260 5.771
Cl 0.782 -6.817 4.077
H 0.912 -4.174 5.224
H 1.331 -4.521 6.908
H -0.170 -6.268 6.148
H 1.438 -6.979 6.337
Cl -0.686 3.972 5.109
C 0.540 2.677 5.209
C 0.252 1.700 6.317
Cl 0.455 2.431 7.933
H 1.511 3.149 5.334
H 0.530 2.149 4.257
H 0.949 0.866 6.253
H -0.761 1.314 6.250
Cl -0.733 -2.591 -4.804
C 0.007 -3.496 -6.156
C -0.826 -3.424 -7.409
Cl -2.362 -4.311 -7.244
H 0.146 -4.523 -5.828
H 0.984 -3.050 -6.335
H -0.278 -3.878 -8.233
H -1.062 -2.395 -7.671
*
```

Molecular formula: C27H50ClIN4O7P
Method: DFT, ωB97M-V with the def2-TZVPD basis set

Calculated values
HOMO energy in eV: -10.440
LUMO in eV: -3.0233

```
! RIJCOSX wB97M-V def2-TZVPD def2/J DEFGRID3
* xyz 1 1
C -0.159 -0.775 1.360
C -0.741 -0.755 0.323
N -1.708 -0.668 -0.639
C -2.587 0.401 -0.817
P -2.612 1.926 0.202
C -0.833 2.274 0.538
C -3.241 3.266 -0.904
C -2.800 4.656 -0.435
C -3.392 0.001 -1.842
C -4.565 0.674 -2.455
C -5.828 0.236 -1.752
O -6.414 -0.761 -2.029
Cl -6.389 1.254 -0.426
N -2.984 -1.262 -2.246
C -3.638 -1.999 -3.310
C -3.131 -1.459 -4.659
O -2.053 -0.958 -4.742
I -4.443 -1.640 -6.326
C -1.936 -1.660 -1.521
C -1.198 -2.917 -1.684
C 0.129 -2.746 -2.494
C 1.289 -3.409 -1.750
O 1.662 -2.639 -0.627
H 0.402 -0.835 2.256
H -0.637 1.935 1.544
H -0.581 3.319 0.430
H -0.184 1.702 -0.117
H -4.320 3.219 -0.838
H -2.986 3.107 -1.947
H -2.008 4.650 0.304
H -2.453 5.241 -1.276
H -3.625 5.208 -0.006
H -4.688 0.316 -3.472
H -4.474 1.744 -2.503
H -4.710 -1.871 -3.232
H -3.400 -3.049 -3.245
H -0.986 -3.382 -0.728
H -1.812 -3.609 -2.240
H 0.024 -3.258 -3.444
H 0.326 -1.696 -2.690
H 0.950 -4.379 -1.406
H 2.136 -3.558 -2.416
H 1.674 -1.713 -0.881
C 0.806 0.171 8.879
O 0.564 -0.864 7.943
C -0.647 -1.579 8.165
C -1.634 -1.319 7.048
N -2.131 0.051 7.089
C -2.903 0.449 5.917
C -2.185 0.496 4.572
O -1.190 1.501 4.467
C 0.093 1.143 4.953
H 1.810 0.551 8.695
H 0.096 0.997 8.767
H 0.760 -0.205 9.905
H -1.080 -1.333 9.138
H -0.397 -2.643 8.169
H -2.479 -2.006 7.149
H -1.123 -1.545 6.101
H -1.347 0.682 7.190
H -3.293 1.450 6.116
H -3.769 -0.215 5.828
H -2.934 0.746 3.815
H -1.772 -0.479 4.284
H 0.294 0.075 4.828
H 0.213 1.412 6.004
H 0.833 1.708 4.384
C 6.425 0.459 -1.693
O 6.357 -0.463 -2.765
C 5.290 -1.395 -2.669
C 4.269 -1.155 -3.761
N 3.530 0.084 -3.537
C 2.695 0.500 -4.663
C 3.385 0.872 -5.972
O 4.166 2.045 -5.898
C 5.500 1.870 -5.449
H 7.348 1.024 -1.806
H 5.584 1.162 -1.706
H 6.448 -0.056 -0.729
H 4.824 -1.367 -1.679
H 5.720 -2.391 -2.809
H 3.556 -1.987 -3.776
H 4.803 -1.150 -4.719
H 4.188 0.825 -3.335
H 2.128 1.375 -4.334
H 1.965 -0.292 -4.865
H 2.598 1.085 -6.700
H 3.971 0.043 -6.387
H 5.905 0.898 -5.742
H 5.577 1.989 -4.365
H 6.106 2.650 -5.909
*
```

Molecular formula: C27H51AsN2OSi3Ti
Method: DFT, ωB97M-V with the def2-TZVPD basis set

Calculated values
HOMO energy (alpha / beta) in eV: -10.024 / -9.988
Relative energy (zero: lowest compared OMol25 entry of this formula, charge and spin) in eV: 0.000
LUMO (alpha / beta) in eV: -3.6060 / -3.5712

```
! RIJCOSX wB97M-V def2-TZVPD def2/J DEFGRID3
* xyz 1 2
Ti -1.156 0.643 0.611
C 2.683 -4.987 2.373
C 1.324 -5.250 1.709
C 0.495 -6.151 2.623
C 1.534 -5.962 0.363
C 0.633 -3.920 1.441
C -0.635 -3.614 1.918
C -1.194 -2.380 1.642
N -0.572 -1.460 0.903
C 0.644 -1.748 0.404
C 1.276 -2.946 0.670
C 1.274 -0.683 -0.444
C 2.508 -0.842 -1.052
C 3.032 0.188 -1.832
C 2.268 1.349 -1.955
C 1.048 1.445 -1.323
N 0.564 0.446 -0.577
C 4.378 0.081 -2.537
C 4.153 0.253 -4.047
C 5.293 1.200 -2.019
C 5.054 -1.266 -2.289
H 3.177 -5.938 2.576
H 2.565 -4.458 3.320
H 3.348 -4.404 1.735
H 1.043 -7.075 2.807
H -0.460 -6.424 2.172
H 0.304 -5.685 3.591
H 2.018 -6.925 0.531
H 2.171 -5.383 -0.307
H 0.583 -6.144 -0.140
H -1.199 -4.314 2.514
H -2.173 -2.111 2.020
H 2.261 -3.146 0.280
H 3.064 -1.757 -0.936
H 2.611 2.186 -2.546
H 0.431 2.331 -1.397
H 3.730 1.229 -4.287
H 3.484 -0.514 -4.438
H 5.107 0.170 -4.569
H 4.879 2.189 -2.216
H 6.260 1.141 -2.520
H 5.463 1.108 -0.945
H 4.456 -2.098 -2.666
H 5.260 -1.430 -1.229
H 6.009 -1.290 -2.812
C -1.210 2.674 4.129
Si -0.079 2.812 2.653
C 1.357 1.614 2.824
C 0.528 4.553 2.417
O -0.913 2.330 1.279
H -0.775 3.177 4.995
H -1.394 1.635 4.411
H -2.176 3.142 3.927
H 1.934 1.813 3.731
H 2.044 1.673 1.977
H 1.014 0.574 2.908
H 1.095 4.889 3.288
H -0.311 5.239 2.284
H 1.174 4.641 1.542
C -1.606 1.414 -4.051
Si -2.921 2.033 -2.861
C -2.491 3.768 -2.286
C -4.581 2.046 -3.719
As -2.990 0.533 -1.073
Si -4.292 1.486 0.611
C -3.684 0.500 2.125
C -4.120 3.322 0.942
C -6.108 1.087 0.407
H -1.654 1.981 -4.984
H -1.747 0.359 -4.295
H -0.600 1.532 -3.646
H -2.254 4.389 -3.155
H -1.633 3.782 -1.611
H -3.324 4.242 -1.765
H -4.562 2.746 -4.558
H -5.379 2.356 -3.042
H -4.842 1.059 -4.104
H -2.595 0.364 2.276
H -4.102 -0.508 2.058
H -3.997 0.951 3.069
H -3.105 3.694 0.820
H -4.437 3.511 1.973
H -4.786 3.892 0.291
H -6.265 0.064 0.065
H -6.566 1.758 -0.321
H -6.639 1.220 1.354
*
```

Molecular formula: C27H51BrClFIN3O6Ta
Method: DFT, ωB97M-V with the def2-TZVPD basis set

Calculated values
HOMO energy in eV: -5.463
LUMO in eV: 1.3059

```
! RIJCOSX wB97M-V def2-TZVPD def2/J DEFGRID3
* xyz -1 1
C 3.414 -0.713 6.445
C 2.570 -0.635 5.046
O 3.319 -0.639 4.036
N 1.147 -0.699 5.170
C 0.625 -1.200 6.444
C 0.439 -0.292 7.779
O 0.242 -2.407 6.551
Ta -0.170 0.261 3.830
Cl -1.288 -1.990 3.319
I -1.968 1.600 1.962
C 1.125 -0.136 1.909
C 1.381 -1.733 1.749
F 2.616 -1.995 1.002
C -1.836 0.685 5.437
C -3.347 0.598 4.799
C -4.393 0.059 5.940
Br -5.373 -1.590 5.341
C 0.769 2.394 4.120
C -0.185 3.628 4.393
C 0.365 5.095 4.543
C 1.905 5.419 4.440
C 2.827 4.186 4.181
C 2.275 2.717 4.032
H 3.239 -1.800 6.811
H 3.066 0.055 7.211
H 4.551 -0.667 6.243
H 1.290 -0.502 8.524
H -0.603 -0.376 8.228
H 0.583 0.817 7.468
H 0.593 0.204 0.958
H 2.118 0.426 1.965
H 1.508 -2.165 2.796
H 0.538 -2.249 1.152
H -1.723 1.765 5.789
H -1.860 -0.089 6.274
H -3.403 -0.207 3.972
H -3.748 1.612 4.470
H -5.189 0.853 6.136
H -3.887 -0.212 6.923
H -1.322 3.538 4.460
H -0.328 6.001 4.698
H 2.318 6.489 4.547
H 3.952 4.399 4.075
H 3.039 1.908 3.810
C 0.108 1.242 -2.625
O 1.206 0.943 -1.779
C 1.528 -0.451 -1.745
C 2.854 -0.719 -2.457
N 2.730 -0.535 -3.904
C 4.013 -0.505 -4.610
C 4.993 0.626 -4.256
O 4.554 1.921 -4.652
C 3.672 2.553 -3.736
H -0.186 2.279 -2.443
H 0.391 1.150 -3.678
H -0.746 0.597 -2.410
H 0.720 -1.071 -2.147
H 1.648 -0.713 -0.691
H 3.173 -1.745 -2.250
H 3.598 -0.037 -2.032
H 2.250 0.340 -4.086
H 3.778 -0.421 -5.676
H 4.514 -1.470 -4.474
H 5.912 0.442 -4.824
H 5.289 0.616 -3.202
H 3.878 2.278 -2.699
H 2.637 2.330 -3.995
H 3.798 3.634 -3.835
C -4.735 -0.298 -7.209
O -5.136 -1.372 -6.374
C -4.734 -2.654 -6.865
C -3.635 -3.252 -5.985
N -2.374 -2.528 -6.141
C -1.364 -2.871 -5.134
C -1.694 -2.565 -3.664
O -1.767 -1.176 -3.361
C -3.018 -0.572 -3.648
H -5.243 0.605 -6.865
H -3.657 -0.128 -7.137
H -5.015 -0.478 -8.251
H -4.435 -2.617 -7.917
H -5.616 -3.299 -6.796
H -3.485 -4.301 -6.261
H -3.988 -3.218 -4.949
H -2.554 -1.532 -6.080
H -0.462 -2.309 -5.397
H -1.113 -3.932 -5.232
H -0.864 -2.951 -3.063
H -2.586 -3.092 -3.309
H -3.856 -1.262 -3.516
H -3.016 -0.160 -4.658
H -3.155 0.267 -2.962
*
```

no.,electronic energy (eV)
1,-248546.555
2,-147234.678
3,-79003.354
4,-141443.626
5,-140509.843